# 1
Density functional theory data (the ωB97M-V functional and the def2-TZVPD basis) for a 2-piece molecular cluster, C3H12N3O overall in a non-equilibrium geometry.

Summary:
total charge: 0
energy above the lowest of the compared OMol25 structures with the same formula, charge and spin: 0.0 kcal/mol
spin multiplicity: 2
expectation value of S²: 0.75
Kohn-Sham gap (spin up / spin down): 0.1439 / 0.3669 Eh
DFT total energy: -360.92858 hartree
LUMO energy (spin up / spin down): 0.0257 / 0.0211 Eh

Geometry as XYZ:
```
19
C3H12N3O the ωB97M-V functional and the def2-TZVPD basis
C -0.0591 2.5451 0.0745
O -0.0376 1.3627 0.8831
C 0.4973 2.2015 -1.2844
H -1.0823 2.9003 -0.0105
H 0.5471 3.3216 0.5428
H -0.0487 1.5936 1.8157
H -0.1140 1.4486 -1.7806
H 0.4868 3.0878 -1.9302
H 1.5223 1.8276 -1.2084
N -1.3629 -1.4273 0.5135
C -0.1900 -2.0401 0.1276
N 0.9617 -1.3181 0.1836
N -0.1256 -3.3953 -0.0165
H -2.2329 -1.8266 0.2233
H -1.3445 -0.4254 0.6371
H 0.9172 -0.3544 0.4692
H 1.8429 -1.7948 0.1051
H 0.7675 -3.8124 0.3238
H -0.9452 -3.8943 0.3312
```

***

# 2
Density functional theory data (the ωB97M-V functional and the def2-TZVPD basis) for H24O12 as an isolated structure in a non-equilibrium geometry.

Summary:
total charge: 0
energy above the lowest of the compared OMol25 structures with the same formula, charge and spin: 572.7 kcal/mol
spin multiplicity: 1
Kohn-Sham gap: 0.3562 Eh
DFT total energy: -916.41271 hartree
LUMO energy: 0.0033 Eh

Geometry as XYZ:
```
36
H24O12 the ωB97M-V functional and the def2-TZVPD basis
O -9.4010 -1.5261 -16.2013
H -8.6368 -0.9620 -16.0829
H -9.0658 -2.2884 -16.6732
O -11.2851 -1.5465 -15.6802
H -11.7614 -1.3362 -16.4834
H -10.3951 -1.2325 -15.8396
O -8.4191 -3.8739 -16.4745
H -9.0480 -4.2743 -15.8742
H -8.8761 -3.8425 -17.3150
O -9.0738 -3.6269 -13.6737
H -9.8361 -4.1022 -13.3434
H -9.4401 -2.8514 -14.0987
O -11.0145 -4.0671 -14.3056
H -11.3686 -4.9513 -14.4006
H -11.6981 -3.5834 -13.8418
O -11.0870 -6.1255 -14.6148
H -10.8419 -7.0353 -14.4462
H -10.3249 -5.7494 -15.0551
O -9.7238 -1.7450 -14.2827
H -9.1635 -1.5913 -15.0435
H -10.6127 -1.7559 -14.6375
O -12.8202 -2.7950 -15.6966
H -12.7350 -2.3110 -14.8752
H -11.9281 -2.8440 -16.0400
O -9.2215 -5.1313 -15.1056
H -9.1088 -4.5636 -14.3431
H -8.7421 -5.9295 -14.8834
O -12.2091 -4.7476 -17.7509
H -12.8977 -4.0901 -17.6514
H -11.5217 -4.4685 -17.1460
O -11.2924 -1.9528 -17.7491
H -11.8094 -2.3540 -18.4476
H -10.8557 -2.6889 -17.3206
O -10.7725 -3.6010 -16.2641
H -10.7479 -3.9581 -15.3763
H -10.3698 -2.7361 -16.1861
```

***

# 3
Density functional theory data (the ωB97M-V functional and the def2-TZVPD basis) for a 2-piece molecular cluster, C6H16O overall in a non-equilibrium geometry.

Summary:
total charge: 0
energy above the lowest of the compared OMol25 structures with the same formula, charge and spin: 8.4 kcal/mol
spin multiplicity: 1
Kohn-Sham gap: 0.4272 Eh
DFT total energy: -313.43014 hartree
SMILES: CCC(C)(C)C.O
LUMO energy: 0.0292 Eh

Geometry as XYZ:
```
23
C6H16O the ωB97M-V functional and the def2-TZVPD basis
C 0.3708 -0.5519 -1.3714
C -0.0894 -0.8328 0.0885
C -0.6673 0.3156 0.9010
C -1.7588 1.0265 0.0678
C -1.3130 -0.1121 2.2144
C 0.4757 1.2700 1.2395
H 1.2439 -1.1562 -1.6699
H 0.6325 0.5153 -1.4664
H -0.4619 -0.7726 -2.0603
H -0.7811 -1.6918 -0.0068
H 0.8675 -1.2144 0.4936
H -1.5158 1.6137 -0.8337
H -2.3302 1.6664 0.7611
H -2.3932 0.1741 -0.2279
H -1.5856 0.7901 2.7873
H -0.6071 -0.7102 2.8149
H -2.2244 -0.7096 2.0443
H 1.1695 0.8023 1.9583
H -0.0065 2.1338 1.7272
H 1.0567 1.6330 0.3751
O 3.5195 -1.6335 -3.0359
H 2.7793 -1.8917 -3.6306
H 3.6189 -0.6638 -3.1702
```

***

# 4
Density functional theory data (the ωB97M-V functional and the def2-TZVPD basis) for C28H33FIrN9O3P as an isolated structure in a non-equilibrium geometry.

Summary:
total charge: +4
energy above the lowest of the compared OMol25 structures with the same formula, charge and spin: 45.7 kcal/mol
spin multiplicity: 6
expectation value of S²: 8.77
Kohn-Sham gap (spin up / spin down): 0.2954 / 0.1420 Eh
DFT total energy: -2349.31224 hartree
LUMO energy (spin up / spin down): -0.3396 / -0.4927 Eh

Geometry as XYZ:
```
76
C28H33FIrN9O3P the ωB97M-V functional and the def2-TZVPD basis
Ir 0.0688 -0.6937 -3.1510
C 3.2819 -5.1369 -1.4048
N 2.0587 -4.5216 -1.8354
C 0.8396 -5.1099 -1.9246
C -0.0498 -4.1454 -2.3487
N 0.6217 -2.9854 -2.5026
C 1.9012 -3.2487 -2.2166
P 2.9944 -1.6580 -2.4691
C 3.1962 0.2157 -2.9352
N 2.0326 0.7194 -3.3657
C 2.2584 2.0222 -3.6385
C 3.5704 2.3076 -3.3390
N 4.1415 1.1603 -2.8812
C 5.5017 1.0365 -2.4266
C 2.4121 -1.8061 -4.2648
N 1.1810 -1.5087 -4.7265
C 1.1843 -1.7154 -6.0591
C 2.4422 -2.1432 -6.4233
N 3.1924 -2.1869 -5.2925
C 4.5811 -2.5545 -5.2107
H 3.0602 -6.0335 -0.8294
H 3.8893 -5.4252 -2.2638
H 3.8369 -4.4410 -0.7760
H 0.6743 -6.1431 -1.6965
H -1.0975 -4.2282 -2.5530
H 1.5110 2.6628 -4.0608
H 4.1163 3.2278 -3.4092
H 5.7471 1.8955 -1.8012
H 5.6196 0.1255 -1.8426
H 6.1996 1.0135 -3.2663
H 0.3199 -1.5497 -6.6746
H 2.8200 -2.4111 -7.3910
H 4.9873 -2.6598 -6.2155
H 5.1489 -1.7801 -4.6939
H 4.7141 -3.5006 -4.6822
C 0.8654 1.5707 4.3954
C 0.2382 0.1958 4.1708
N -0.1442 0.0240 2.7684
C 0.6949 -0.6305 1.9691
C 0.5661 -0.7426 0.5991
C 1.6334 -1.4828 -0.1221
O 2.2058 -2.4501 0.2889
O 1.9303 -0.9194 -1.3127
C -0.5736 -0.1698 -0.0572
O -0.7993 -0.1885 -1.2941
C -1.5239 0.4643 0.8446
C -2.6954 1.0238 0.3191
C -3.6203 1.6298 1.1220
F -4.7064 2.1251 0.5314
C -3.4644 1.7181 2.5393
C -2.2498 1.2182 3.0398
C -1.2942 0.5793 2.2416
N -4.4336 2.2445 3.3466
C -5.5669 2.9996 2.8214
C -6.4721 3.5516 3.9216
N -5.6639 4.2189 4.9728
C -4.6376 3.2993 5.5613
C -4.5353 1.9903 4.7657
H 1.1086 1.6847 5.4486
H 0.2016 2.3812 4.1025
H 1.7864 1.6617 3.8251
H -0.6270 0.0389 4.8167
H 0.9690 -0.5764 4.4200
H 1.5558 -1.0848 2.4429
H -2.8892 0.9587 -0.7400
H -2.0363 1.3393 4.0870
H -6.1966 2.3763 2.1732
H -5.1836 3.8204 2.2024
H -7.0904 2.7757 4.3813
H -7.1498 4.2771 3.4637
H -6.2880 4.5818 5.7065
H -5.2045 5.0407 4.5585
H -4.8980 3.0556 6.5931
H -3.6712 3.8056 5.5659
H -5.4173 1.3640 4.9515
H -3.6805 1.4296 5.1405
```

***

# 5
Density functional theory data (the ωB97M-V functional and the def2-TZVPD basis) for a 2-piece molecular cluster, CH3O4P overall in a non-equilibrium geometry.

Summary:
total charge: -2
energy above the lowest of the compared OMol25 structures with the same formula, charge and spin: 16.0 kcal/mol
spin multiplicity: 1
Kohn-Sham gap: 0.2223 Eh
DFT total energy: -682.21961 hartree
LUMO energy: 0.2499 Eh

Geometry as XYZ:
```
9
CH3O4P the ωB97M-V functional and the def2-TZVPD basis
C 0.5165 -1.2605 0.0644
O -3.5902 -0.0228 1.4874
O -3.4831 -1.2215 -0.8264
O -3.8138 1.3405 -0.6139
O 1.6213 -0.6276 -0.1237
P -3.4967 0.0067 -0.0039
H -0.6893 -0.8133 -0.1238
H 0.2708 -1.6919 1.1336
H 0.5561 -2.1778 -0.7646
```

***

# 6
Density functional theory data (the ωB97M-V functional and the def2-TZVPD basis) for C11H25F5NO3P2ReTe as an isolated structure in a non-equilibrium geometry.

Summary:
total charge: +1
energy above the lowest of the compared OMol25 structures with the same formula, charge and spin: 0.1 kcal/mol
spin multiplicity: 4
expectation value of S²: 3.80
Kohn-Sham gap (spin up / spin down): 0.2660 / 0.1261 Eh
DFT total energy: -2242.60690 hartree
LUMO energy (spin up / spin down): -0.1171 / -0.2852 Eh

Geometry as XYZ:
```
49
C11H25F5NO3P2ReTe the ωB97M-V functional and the def2-TZVPD basis
C -2.1998 0.2602 -3.5530
C -1.2099 0.2040 -2.5396
N -1.6355 0.2514 -1.2245
C -2.9086 0.0387 -0.8928
C -3.9026 0.0530 -1.8741
C -3.5370 0.1977 -3.2124
C 0.1659 0.0563 -2.7761
P 1.2578 -0.3898 -1.4412
Re -0.0141 0.5115 0.3389
P -1.7689 -0.0677 1.6792
C -3.2691 -0.1529 0.5679
O 2.0052 3.7511 -2.2484
O 4.0151 1.4251 1.6001
H -1.8556 0.3230 -4.5839
H -4.9382 -0.0141 -1.5488
H -4.3051 0.2513 -3.9792
C 1.7190 -2.1328 -1.6358
C 2.8438 0.4675 -1.6309
H -3.9772 0.6241 0.8967
H -3.7512 -1.1286 0.7409
H 2.7349 4.3370 -2.3047
H 0.5246 0.0325 -3.8054
C -1.7368 -1.6114 2.6217
C -2.1755 1.2084 2.8920
H -0.8965 1.8734 0.7012
H 3.0568 1.5785 1.7289
H 4.4411 2.2083 1.8873
H 1.3856 4.0464 -2.9355
H 0.4536 -1.1101 0.4043
H -0.3409 2.2882 0.2978
H 2.7139 -2.1880 -2.0927
H 1.7521 -2.5809 -0.6367
H 0.9734 -2.6385 -2.2613
H 3.4576 -0.1452 -2.3058
H 2.6647 1.4713 -2.0424
H 3.3368 0.5453 -0.6491
H -3.2593 1.3719 2.9151
H -1.8218 0.8691 3.8732
H -1.6658 2.1382 2.6201
H -2.7609 -1.9708 2.8013
H -1.1547 -2.3585 2.0702
H -1.2127 -1.4295 3.5687
F 4.1460 -1.5667 3.8606
Te 2.5589 -1.7809 2.7244
F 1.0443 -2.5706 1.6401
F 1.3216 -1.9514 4.2784
F 3.6159 -1.9728 1.0558
F 2.9073 -3.6234 2.9666
O 1.2018 1.0012 1.4427
```

***

# 7
Density functional theory data (the ωB97M-V functional and the def2-TZVPD basis) for C4H8CuO2 as an isolated structure in a non-equilibrium geometry.

Summary:
total charge: -1
energy above the lowest of the compared OMol25 structures with the same formula, charge and spin: 5.3 kcal/mol
spin multiplicity: 1
Kohn-Sham gap: 0.2363 Eh
DFT total energy: -1948.08506 hartree
LUMO energy: 0.1285 Eh

Geometry as XYZ:
```
15
C4H8CuO2 the ωB97M-V functional and the def2-TZVPD basis
C -1.4012 -1.6878 1.0343
O -0.3720 -1.4255 1.9101
C -1.5243 -0.7071 -0.1531
O -0.4394 -0.6885 -1.0049
Cu 1.0115 -0.5689 0.5589
H -2.4092 -1.6813 1.5344
H -1.3201 -2.7104 0.5725
H -1.7135 0.3011 0.3074
H -2.4808 -0.9661 -0.6823
C 2.0192 1.3299 -1.1576
C 1.4459 1.9901 -0.1349
H 3.0738 1.5356 -1.3699
H 1.6998 0.6355 -1.9384
H 0.3603 2.1122 -0.0726
H 2.0500 2.5313 0.5960
```

***

# 8
Density functional theory data (the ωB97M-V functional and the def2-TZVPD basis) for one molecule with the formula C7H9N3O2S in a non-equilibrium geometry.

Summary:
total charge: 0
energy above the lowest of the compared OMol25 structures with the same formula, charge and spin: 55.9 kcal/mol
spin multiplicity: 1
Kohn-Sham gap: 0.3468 Eh
DFT total energy: -984.94623 hartree
SMILES: CS(=O)(=O)c1ccc(N2CC2)nn1
LUMO energy: -0.0060 Eh

Geometry as XYZ:
```
22
C7H9N3O2S the ωB97M-V functional and the def2-TZVPD basis
C 2.7838 1.2431 2.6079
S 0.9783 1.2132 2.7201
O 0.4663 2.5568 2.9671
O 0.6075 0.3057 3.8205
C 0.3180 0.6272 1.0897
C -0.6551 1.3812 0.4412
C -1.2207 0.8977 -0.7480
C -0.7983 -0.3371 -1.1974
N -1.5188 -0.8587 -2.2921
C -2.0031 -2.2561 -2.2463
C -0.8556 -1.7845 -3.2234
N 0.1633 -0.9995 -0.5670
N 0.7280 -0.5456 0.5498
H 3.1923 1.7408 3.5002
H 3.1615 0.2444 2.6049
H 3.1373 1.7614 1.7309
H -0.9318 2.3116 0.8998
H -1.9477 1.4519 -1.2944
H -2.9277 -2.5289 -2.7151
H -1.7818 -2.8380 -1.3258
H 0.2141 -2.0240 -3.0857
H -1.1098 -1.5626 -4.2370
```

***

The lowest energy above the lowest of the compared OMol25 structures with the same formula, charge and spin belongs to which entry? C3H12N3O

***

Copy entry 4 word for word.
Density functional theory data (the ωB97M-V functional and the def2-TZVPD basis) for C28H33FIrN9O3P as an isolated structure in a non-equilibrium geometry.

Summary:
total charge: +4
energy above the lowest of the compared OMol25 structures with the same formula, charge and spin: 45.7 kcal/mol
spin multiplicity: 6
expectation value of S²: 8.77
Kohn-Sham gap (spin up / spin down): 0.2954 / 0.1420 Eh
DFT total energy: -2349.31224 hartree
LUMO energy (spin up / spin down): -0.3396 / -0.4927 Eh

Geometry as XYZ:
```
76
C28H33FIrN9O3P the ωB97M-V functional and the def2-TZVPD basis
Ir 0.0688 -0.6937 -3.1510
C 3.2819 -5.1369 -1.4048
N 2.0587 -4.5216 -1.8354
C 0.8396 -5.1099 -1.9246
C -0.0498 -4.1454 -2.3487
N 0.6217 -2.9854 -2.5026
C 1.9012 -3.2487 -2.2166
P 2.9944 -1.6580 -2.4691
C 3.1962 0.2157 -2.9352
N 2.0326 0.7194 -3.3657
C 2.2584 2.0222 -3.6385
C 3.5704 2.3076 -3.3390
N 4.1415 1.1603 -2.8812
C 5.5017 1.0365 -2.4266
C 2.4121 -1.8061 -4.2648
N 1.1810 -1.5087 -4.7265
C 1.1843 -1.7154 -6.0591
C 2.4422 -2.1432 -6.4233
N 3.1924 -2.1869 -5.2925
C 4.5811 -2.5545 -5.2107
H 3.0602 -6.0335 -0.8294
H 3.8893 -5.4252 -2.2638
H 3.8369 -4.4410 -0.7760
H 0.6743 -6.1431 -1.6965
H -1.0975 -4.2282 -2.5530
H 1.5110 2.6628 -4.0608
H 4.1163 3.2278 -3.4092
H 5.7471 1.8955 -1.8012
H 5.6196 0.1255 -1.8426
H 6.1996 1.0135 -3.2663
H 0.3199 -1.5497 -6.6746
H 2.8200 -2.4111 -7.3910
H 4.9873 -2.6598 -6.2155
H 5.1489 -1.7801 -4.6939
H 4.7141 -3.5006 -4.6822
C 0.8654 1.5707 4.3954
C 0.2382 0.1958 4.1708
N -0.1442 0.0240 2.7684
C 0.6949 -0.6305 1.9691
C 0.5661 -0.7426 0.5991
C 1.6334 -1.4828 -0.1221
O 2.2058 -2.4501 0.2889
O 1.9303 -0.9194 -1.3127
C -0.5736 -0.1698 -0.0572
O -0.7993 -0.1885 -1.2941
C -1.5239 0.4643 0.8446
C -2.6954 1.0238 0.3191
C -3.6203 1.6298 1.1220
F -4.7064 2.1251 0.5314
C -3.4644 1.7181 2.5393
C -2.2498 1.2182 3.0398
C -1.2942 0.5793 2.2416
N -4.4336 2.2445 3.3466
C -5.5669 2.9996 2.8214
C -6.4721 3.5516 3.9216
N -5.6639 4.2189 4.9728
C -4.6376 3.2993 5.5613
C -4.5353 1.9903 4.7657
H 1.1086 1.6847 5.4486
H 0.2016 2.3812 4.1025
H 1.7864 1.6617 3.8251
H -0.6270 0.0389 4.8167
H 0.9690 -0.5764 4.4200
H 1.5558 -1.0848 2.4429
H -2.8892 0.9587 -0.7400
H -2.0363 1.3393 4.0870
H -6.1966 2.3763 2.1732
H -5.1836 3.8204 2.2024
H -7.0904 2.7757 4.3813
H -7.1498 4.2771 3.4637
H -6.2880 4.5818 5.7065
H -5.2045 5.0407 4.5585
H -4.8980 3.0556 6.5931
H -3.6712 3.8056 5.5659
H -5.4173 1.3640 4.9515
H -3.6805 1.4296 5.1405
```

***

Which value of energy above the lowest of the compared OMol25 structures with the same formula, charge and spin does entry 3 give? 8.4 kcal/mol